C9H11NO3P | the ωB97M-V functional and the def2-TZVPD basis

Structure (XYZ):
```
25
Properties=species:S:1:pos:R:3:forces:R:3
O -1.6506 -2.0595 0.2417 0.187 0.891 -2.163
H -2.0812 -0.0559 1.0053 -0.369 0.494 -0.142
C 0.6419 0.1786 0.0109 -0.438 0.889 -1.079
H 2.5764 -0.0852 -0.7834 1.915 -0.603 -2.452
O -2.2756 -1.4415 -2.2605 -0.719 -0.004 -0.843
H 3.6282 0.1957 1.5238 -0.035 -0.571 -0.336
C -1.5427 0.8623 0.7385 -0.566 1.644 2.410
H 2.3230 0.4969 3.5286 -0.770 0.054 -2.041
H -0.1808 0.9404 3.2592 0.831 -0.385 -1.439
C 1.8423 0.4614 2.4759 -1.742 -0.288 2.142
O 0.0178 -2.6034 -1.5852 -1.919 0.816 0.170
P -1.2968 -1.5508 -1.1701 1.961 -0.784 2.420
H -1.8966 1.8347 1.2949 0.179 -2.025 -0.711
C 2.0384 0.0661 0.0556 -3.947 0.111 3.511
C -0.1152 0.6131 1.1266 -0.372 -1.056 -1.947
H -1.0773 2.1957 -0.7036 0.440 -0.024 -0.884
N 0.2992 0.3949 -2.4953 -1.238 0.661 2.430
H 0.8178 -0.4387 -2.4127 1.304 -1.337 -1.536
C -0.3667 0.1281 -1.1714 0.988 0.522 1.008
H -0.4889 0.2373 -3.0915 -0.134 -0.424 -1.138
C 2.5476 0.1329 1.3671 2.489 0.960 -0.759
H -0.4895 -3.3622 -1.2357 0.956 -0.308 -0.102
H -2.2891 1.0448 -1.3326 -0.548 0.115 0.008
C -1.4101 1.1558 -0.7172 0.133 -0.216 -0.700
C 0.4285 0.6586 2.3311 1.412 0.871 4.173
```
Positions in Å, forces in eV/Å.

Orbital gap ... 8.511 eV
ΔE to the lowest compared entry with this formula, charge and spin ... 0.8405 eV
SMILES string ... N[C@]1([P@@](=O)([O-])O)CCc2ccccc21
Total charge ... -1

=====

C9H11NOS | the ωB97M-V functional and the def2-TZVPD basis

Structure (XYZ):
```
23
Properties=species:S:1:pos:R:3:forces:R:3
H -3.5915 1.4694 -0.6008 1.496 -0.913 0.060
H 3.7323 -1.7199 -0.5696 2.531 0.665 0.367
H 1.9007 2.6311 -0.4684 -0.639 -0.675 0.118
H 3.2962 0.7593 -1.0432 -0.273 -0.555 0.181
C 2.3039 0.4625 -0.6868 -1.155 3.365 1.324
C 1.9114 -0.7599 -0.3585 -0.825 -1.019 0.046
O 0.0188 -2.0886 0.2173 -0.104 0.063 0.327
N -0.3142 0.2129 0.0290 -2.801 -0.525 0.241
H -2.0064 1.1933 -1.5462 0.165 0.569 -1.237
C 0.1184 1.5147 -0.0937 0.740 -1.548 0.070
H -3.3037 -0.0151 1.7452 0.221 1.288 0.000
C -2.2120 0.1585 1.6856 -0.761 -1.461 0.810
C -2.6569 0.8478 -0.7926 -1.371 0.461 0.559
S -2.7963 -0.9650 -0.7751 0.259 0.271 -0.395
C 1.4093 1.6441 -0.3480 3.342 0.481 -1.861
C 2.7564 -1.9814 -0.3783 -1.973 -0.951 0.296
C 0.5064 -0.9983 0.0305 -0.935 1.871 -0.545
H -1.7824 1.0665 2.1115 -0.518 -0.135 0.710
H -0.6024 2.3139 -0.0050 0.049 -0.036 0.199
H 2.5638 -2.5374 0.5778 0.551 0.270 -1.051
H 2.5602 -2.6114 -1.2483 -0.696 -0.310 0.267
C -1.8429 0.1947 0.2374 1.841 -2.543 0.682
H -1.9693 -0.7918 2.2804 0.855 1.365 -1.169
```
Positions in Å, forces in eV/Å.

Orbital gap ... 9.084 eV
ΔE to the lowest compared entry with this formula, charge and spin ... 1.8256 eV
SMILES string ... Cc1cccn([C@@]2(C)CS2)c1=O

=====

C9H11O2 | the ωB97M-V functional and the def2-TZVPD basis

Structure (XYZ):
```
22
Properties=species:S:1:pos:R:3:forces:R:3
H -0.5787 -1.6745 -3.3166 -0.052 0.113 -0.065
H 0.6717 -1.5797 2.3756 0.094 -0.021 0.169
O 0.5196 2.1195 1.5383 -0.023 -0.128 0.752
O 0.3104 3.0126 -0.5045 -0.033 0.126 0.247
C -0.4543 -1.8833 0.0749 0.228 0.588 0.488
H 1.2361 0.0088 -2.7632 0.253 -0.616 -0.342
H -1.9943 1.7066 1.0852 -0.441 0.163 0.279
H -1.9173 3.4986 1.4893 -0.090 -0.422 0.436
H -2.2080 3.0205 -0.1390 0.232 -0.323 -0.203
H -0.9181 -2.3554 0.9342 -0.379 -0.069 -0.208
C 1.3583 -0.5513 -0.7371 -1.286 -0.398 0.030
H -1.7634 -2.7273 -1.3033 0.041 0.119 -0.538
C 0.8447 -0.6932 -2.0308 0.867 0.945 0.356
C -0.1294 2.6236 0.6069 -0.437 0.114 -1.507
C -1.6959 2.7044 0.7706 0.876 0.390 -0.004
C 1.3062 -0.9737 1.7115 -1.340 -1.586 0.793
C -0.2237 -1.5217 -2.3076 -0.724 0.243 0.499
H 2.2516 -1.5220 1.7103 0.208 0.407 -0.096
C 0.6472 -1.0887 0.3530 2.045 0.390 -0.736
H 2.2892 -0.0378 -0.5500 -0.169 0.443 -0.075
H 1.3530 -0.0206 2.2290 0.170 0.477 -0.798
C -0.9048 -2.0652 -1.2265 -0.041 -0.954 0.524
```
Positions in Å, forces in eV/Å.

Orbital gap ... 7.372 eV
ΔE to the lowest compared entry with this formula, charge and spin ... 0.6419 eV
Total charge ... -1

=====

C9H11O2 | the ωB97M-V functional and the def2-TZVPD basis

Structure (XYZ):
```
22
Properties=species:S:1:pos:R:3:forces:R:3
C -0.2765 -1.1716 -0.5388 -0.463 -1.369 -0.186
H 0.3898 -1.0093 -1.3664 0.291 0.536 0.065
O 1.2533 2.3035 0.4208 -0.104 -0.027 -0.129
C -2.0316 -1.8928 1.4843 -0.236 -0.351 0.080
H 2.3223 3.0920 -2.0233 0.486 0.097 0.384
H 0.7726 3.5101 -2.5983 -0.357 0.154 0.164
H -0.4542 -1.5930 2.8321 0.476 0.300 0.111
H -3.4541 -2.2319 -0.1415 0.124 -0.094 0.441
C 1.5828 -0.7541 1.0621 -0.418 0.183 -0.557
O -0.1582 1.5946 -1.1978 0.216 0.109 0.103
C -0.7190 -1.5182 1.7891 -0.824 -0.652 -0.131
H 1.9254 -0.9530 2.0638 0.034 -0.205 0.418
C -1.5534 -1.6127 -0.8474 -0.192 0.367 0.593
C -2.4449 -1.9629 0.1721 -0.010 0.324 -0.965
C 0.1760 -1.2051 0.7795 0.460 0.426 0.223
H 1.3712 4.3408 -1.1000 0.313 -0.077 -0.374
H -2.7372 -2.2105 2.2539 0.299 0.236 0.054
H -1.9041 -1.6124 -1.8683 0.088 -0.050 -0.172
C 1.3448 3.4078 -1.6757 -0.570 -0.220 0.066
H 1.5706 0.3217 0.8908 0.172 0.346 0.141
H 2.2805 -1.1664 0.3368 0.116 -0.216 -0.017
C 0.7441 2.3234 -0.7278 0.100 0.183 -0.309
```
Positions in Å, forces in eV/Å.

Orbital gap ... 7.925 eV
ΔE to the lowest compared entry with this formula, charge and spin ... 0.2874 eV
Total charge ... -1

=====

C9H11O2S | the ωB97M-V functional and the def2-TZVPD basis

Structure (XYZ):
```
23
Properties=species:S:1:pos:R:3:forces:R:3
H -0.0998 2.2126 -1.1268 -0.541 -0.251 -0.275
H -0.6500 -2.4421 0.8039 -1.029 0.501 1.308
C 0.6580 0.2945 -0.5016 -1.410 -0.209 0.233
H -0.0675 -1.2765 2.0316 -0.382 0.121 -0.297
C -0.9867 -1.6521 1.5523 -0.464 0.486 0.293
O -3.3380 -0.5040 2.3710 -1.298 -0.456 0.501
H 1.9221 -1.3349 0.2004 -0.182 0.722 -0.846
C -2.5371 -0.7050 -0.4176 1.606 1.363 0.953
C 0.6933 1.4792 -1.2141 0.045 1.004 -0.307
C -1.6997 -0.5124 0.8326 2.153 -0.451 -0.406
H -3.4921 -1.0274 0.0585 0.301 0.015 -1.368
C 1.8578 -0.4193 -0.4564 -1.190 -1.167 2.358
O -1.2911 0.7343 3.1341 -1.696 -0.129 -1.473
H -2.4718 0.2370 -1.0103 -1.066 -0.190 0.832
H 3.8982 1.5884 -2.1100 1.512 0.665 -0.669
C 1.8350 1.9330 -1.9164 -0.398 1.380 -0.352
H 3.9165 -0.4253 -0.5977 0.585 0.185 -0.266
H 1.8425 2.9010 -2.5817 -0.178 -1.950 1.433
H -1.7255 -1.7916 2.4808 1.579 -0.871 -2.179
C 3.0091 1.2701 -1.6736 -0.223 -0.946 0.367
H -1.9131 -1.2895 -1.0686 -0.514 -1.423 -0.182
S -2.3897 0.6094 2.0799 2.379 1.365 1.298
C 3.0297 0.1206 -0.8704 0.410 0.237 -0.957
```
Positions in Å, forces in eV/Å.

Orbital gap (spin up / spin down) ... 7.313 / 7.314 eV
ΔE to the lowest compared entry with this formula, charge and spin ... 4.0812 eV
Total charge ... -1

=====

C9H12AgNO4P | the ωB97M-V functional and the def2-TZVPD basis

Structure (XYZ):
```
28
Properties=species:S:1:pos:R:3:forces:R:3
H 1.4281 -2.4502 -2.6613 -0.129 1.297 2.356
N 3.0507 -3.9260 -1.0263 -2.135 0.960 0.865
H -0.5251 -2.0840 -0.3001 0.308 1.701 -1.947
C -0.4847 0.1131 -1.2318 -0.479 3.951 3.010
O -0.9170 0.9672 -3.6940 2.985 3.112 9.274
C -0.7253 1.0345 -0.0608 0.387 -1.576 -2.627
H -2.9211 2.0035 1.5006 0.848 -1.772 1.523
C -2.6166 1.1849 2.3113 -0.752 0.538 -0.734
C 1.9814 -2.9506 -0.5016 -0.122 -1.150 5.832
P -0.8636 0.5221 1.7803 -1.126 3.292 -0.008
O -1.4893 3.6511 0.0687 4.419 -6.528 -4.744
H -3.4314 0.3475 2.2461 1.629 1.547 0.401
H -2.5645 1.7489 3.3352 0.014 -1.514 -1.783
C 0.3449 1.5112 2.9009 0.279 -0.351 1.131
C 1.3452 -1.9159 -1.6029 0.536 -0.205 -0.260
C -0.5505 1.2528 -2.4400 -1.756 -4.243 -6.130
O 1.6644 -2.9696 0.8141 1.333 0.899 -8.233
H 1.4531 1.1506 2.7879 -2.174 0.843 0.068
H 3.8958 -3.9119 -0.4115 -1.240 0.043 -0.330
C -0.2380 -1.5061 -1.2951 0.129 -0.265 -0.756
H -0.0079 1.3004 4.0213 0.716 0.287 -2.483
C -0.9034 2.6016 -0.5267 -1.342 0.892 2.660
H 0.1844 2.6589 2.7130 0.314 -2.173 0.020
H 2.0312 -0.9518 -1.6038 -1.245 -2.106 -0.030
H -0.8529 -1.9303 -2.2230 1.090 1.128 2.188
H 2.6246 -4.8975 -0.9652 0.696 1.543 -0.073
Ag -0.7218 4.8663 -2.0930 -0.151 0.652 -0.217
O -0.1905 2.5796 -1.8422 -3.033 -0.801 1.029
```
Positions in Å, forces in eV/Å.

⟨S²⟩ ... 0.75
Orbital gap (spin up / spin down) ... 5.988 / 4.249 eV
2S+1 ... 2
Total charge ... +2